47
Properties=species:S:1:pos:R:3:nbo_charge:R:1 method="wB97M-V/def2-TZVPD" s2=8.757 gap_ev="8.09 / 8.73" multiplicity=6 lumo_energy_ev="-4.23 / -4.29" relative_energy_kcal_mol=13.5 homo_ha="-0.4528 / -0.4786" total_charge=+1
Mn 0.0990 0.9192 1.0961 1.420
P -2.2263 0.2500 0.4249 0.727
C -2.2509 1.0866 -1.2673 -0.733
C -0.8668 1.3161 -1.7951 0.246
N 0.2368 1.1939 -1.0068 -0.624
C 1.4799 1.4528 -1.5004 0.234
C 1.6320 2.0719 -2.7279 -0.235
C 0.4993 2.3121 -3.5022 -0.099
C -0.7384 1.8551 -3.0672 -0.234
C 2.6455 1.0076 -0.6675 -0.752
P 2.2457 -0.4597 0.4312 0.765
H -1.6259 1.9068 -3.6949 0.239
H 2.6237 2.3636 -3.0625 0.246
H 0.5623 2.8978 -4.4168 0.245
H 3.4867 0.7023 -1.2925 0.259
H 2.9982 1.7562 0.0631 0.264
H -2.9939 0.5918 -1.9342 0.272
H -2.6672 2.0800 -1.0355 0.267
H -1.4744 -4.3237 -4.0332 0.472
O -1.4628 -3.4472 -4.4530 -0.932
H -2.2302 -3.0286 -4.1037 0.461
H -0.3847 -3.7776 -0.1987 0.458
O 0.1642 -4.5532 -0.0578 -0.925
H 0.7599 -4.5695 -0.8183 0.469
C 2.8110 -1.8588 -0.6080 -0.929
H 3.8766 -1.7345 -0.8636 0.245
H 2.6673 -2.7924 -0.0408 0.264
H 2.2104 -1.9254 -1.5273 0.246
C 3.5225 -0.3683 1.7196 -0.939
H 3.4159 -1.2952 2.2961 0.266
H 4.5364 -0.2844 1.3054 0.243
H 3.2928 0.4741 2.3813 0.257
C -3.1056 1.6720 1.1614 -0.929
H -4.0652 1.7200 0.6253 0.236
H -3.2495 1.6010 2.2489 0.270
H -2.5276 2.5888 0.9415 0.234
C -3.3337 -1.1925 0.6053 -0.921
H -3.4265 -1.4384 1.6756 0.281
H -4.3204 -0.9644 0.1843 0.249
H -2.9242 -2.0763 0.0932 0.252
F -1.1064 2.3226 5.0222 -0.575
Te 0.0320 0.9683 4.3572 3.357
F -0.3166 -0.1383 5.8956 -0.554
F 1.6373 1.6249 5.1401 -0.578
F 0.9787 -0.5393 3.6738 -0.622
F -1.5045 0.1083 3.5327 -0.635
O 0.3879 1.9236 2.8008 -1.229

44
Properties=species:S:1:pos:R:3:nbo_charge:R:1 method="wB97M-V/def2-TZVPD" s2=2.024 gap_ev="8.05 / 8.67" multiplicity=3 lumo_energy_ev="-7.66 / -7.04" relative_energy_kcal_mol=16.3 homo_ha="-0.5773 / -0.5773" total_charge=+2
V -0.1106 -0.2312 1.1325 1.300
P -2.4375 0.1749 0.6251 1.096
C -2.2173 0.6531 -1.0850 -0.875
C -0.9113 1.3170 -1.4151 0.292
N 0.1450 0.9547 -0.6521 -0.567
C 1.3821 1.2713 -1.0645 0.232
C 1.5816 1.9565 -2.2745 -0.226
C 0.5022 2.3952 -3.0275 -0.086
C -0.7761 2.0467 -2.5953 -0.206
C 2.5645 0.7859 -0.2006 -0.759
P 2.6262 -0.9329 0.4272 1.256
H -1.6884 2.2790 -3.1584 0.262
H 2.6162 2.0953 -2.6067 0.248
H 0.6337 3.0005 -3.9256 0.266
H 3.4786 0.8744 -0.8014 0.300
H 2.6815 1.4661 0.6719 0.295
H -2.2689 -0.3209 -1.7591 0.368
H -3.0868 1.3029 -1.3681 0.277
H -1.0378 -1.6588 -1.3734 0.492
O -1.4352 -1.5629 -2.2693 -0.939
H -2.1576 -2.1914 -2.3315 0.489
H 1.3710 -1.6106 0.6311 0.054
O -0.4998 -1.8404 0.1213 -1.112
H -0.5575 -2.8221 0.1530 0.527
C 3.4193 -1.9899 -0.7817 -0.945
H 4.1995 -1.4495 -1.3206 0.287
H 3.8630 -2.8577 -0.2830 0.296
H 2.6580 -2.3331 -1.4711 0.287
C 3.3657 -1.0594 2.0641 -0.957
H 2.7897 -1.7759 2.6715 0.295
H 4.4088 -1.4102 1.9645 0.296
H 3.3370 -0.0770 2.5632 0.285
C -3.4471 1.4815 1.3132 -0.942
H -4.4420 1.4428 0.8242 0.273
H -3.4746 1.2330 2.3836 0.262
H -2.9539 2.4470 1.1390 0.272
C -3.3451 -1.3842 0.8197 -0.946
H -3.4675 -1.5231 1.9119 0.270
H -4.3231 -1.3768 0.3148 0.273
H -2.7291 -2.2262 0.4607 0.258
O 0.2115 -0.4023 3.1685 -0.557
N -0.0789 0.8953 3.4495 0.696
O -0.1216 1.3554 4.5715 -0.207
O -0.2673 1.6079 2.3822 -0.479

40
Properties=species:S:1:pos:R:3:nbo_charge:R:1 method="wB97M-V/def2-TZVPD" gap_ev=9.67 lumo_energy_ev=0.37 smiles="CC(C)[C@H](N)C(=O)N[C@@H](CCCCN)C(=O)O" relative_energy_kcal_mol=20.6 homo_ha=-0.3416 total_charge=0
C -2.8267 -0.5962 0.7460 -0.132
C -1.8236 0.5767 0.8069 0.698
C -3.1263 -0.7832 -0.7464 -0.205
C -3.5333 0.5618 -1.3767 -0.626
C -4.1105 -1.8634 -1.0706 -0.603
C 0.6009 1.2545 0.7019 -0.148
C 0.6025 2.3659 -0.3664 0.780
C 1.9364 0.5441 0.9002 -0.398
C 2.2894 -0.3259 -0.3117 -0.421
C 3.6549 -1.0745 -0.1510 -0.414
C 4.8996 -0.1525 0.0824 -0.225
H -4.2047 0.6802 1.3521 0.375
H -3.8556 -0.2462 2.5711 0.375
H -2.2463 -1.4587 1.0853 0.197
H -2.1484 -1.1300 -1.2407 0.196
H -2.8129 1.3543 -1.0498 0.221
H -3.5442 0.4712 -2.5059 0.220
H -4.5540 0.8184 -1.0929 0.211
H -3.7061 -2.8214 -0.6170 0.200
H -4.1396 -2.0566 -2.1368 0.213
H -5.1041 -1.7116 -0.7009 0.222
H -0.4402 -0.7440 0.3208 0.409
H 0.3700 1.8276 1.5741 0.225
H 1.7544 -0.1047 1.8151 0.204
H 2.6322 1.3132 1.2018 0.238
H 1.5277 -1.0452 -0.5570 0.195
H 2.3475 0.3333 -1.2113 0.241
H 3.9339 -1.6702 -1.0763 0.204
H 3.5017 -1.9417 0.6136 0.193
H 4.9092 0.2436 1.1523 0.189
H 4.9006 0.7480 -0.6446 0.203
H 6.5180 -1.3088 -0.7213 0.352
H 6.4689 -1.3773 0.8598 0.351
H -1.2017 2.7844 0.2033 0.510
N -3.9693 -0.3031 1.5621 -0.829
N -0.5513 0.3310 0.4761 -0.616
N 6.2507 -0.7397 0.0512 -0.843
O -2.1435 1.7034 1.1947 -0.698
O 1.5267 2.5182 -1.1545 -0.577
O -0.5826 3.0249 -0.5390 -0.690

Repeat the second record exactly.
44
Properties=species:S:1:pos:R:3:nbo_charge:R:1 method="wB97M-V/def2-TZVPD" s2=2.024 gap_ev="8.05 / 8.67" multiplicity=3 lumo_energy_ev="-7.66 / -7.04" relative_energy_kcal_mol=16.3 homo_ha="-0.5773 / -0.5773" total_charge=+2
V -0.1106 -0.2312 1.1325 1.300
P -2.4375 0.1749 0.6251 1.096
C -2.2173 0.6531 -1.0850 -0.875
C -0.9113 1.3170 -1.4151 0.292
N 0.1450 0.9547 -0.6521 -0.567
C 1.3821 1.2713 -1.0645 0.232
C 1.5816 1.9565 -2.2745 -0.226
C 0.5022 2.3952 -3.0275 -0.086
C -0.7761 2.0467 -2.5953 -0.206
C 2.5645 0.7859 -0.2006 -0.759
P 2.6262 -0.9329 0.4272 1.256
H -1.6884 2.2790 -3.1584 0.262
H 2.6162 2.0953 -2.6067 0.248
H 0.6337 3.0005 -3.9256 0.266
H 3.4786 0.8744 -0.8014 0.300
H 2.6815 1.4661 0.6719 0.295
H -2.2689 -0.3209 -1.7591 0.368
H -3.0868 1.3029 -1.3681 0.277
H -1.0378 -1.6588 -1.3734 0.492
O -1.4352 -1.5629 -2.2693 -0.939
H -2.1576 -2.1914 -2.3315 0.489
H 1.3710 -1.6106 0.6311 0.054
O -0.4998 -1.8404 0.1213 -1.112
H -0.5575 -2.8221 0.1530 0.527
C 3.4193 -1.9899 -0.7817 -0.945
H 4.1995 -1.4495 -1.3206 0.287
H 3.8630 -2.8577 -0.2830 0.296
H 2.6580 -2.3331 -1.4711 0.287
C 3.3657 -1.0594 2.0641 -0.957
H 2.7897 -1.7759 2.6715 0.295
H 4.4088 -1.4102 1.9645 0.296
H 3.3370 -0.0770 2.5632 0.285
C -3.4471 1.4815 1.3132 -0.942
H -4.4420 1.4428 0.8242 0.273
H -3.4746 1.2330 2.3836 0.262
H -2.9539 2.4470 1.1390 0.272
C -3.3451 -1.3842 0.8197 -0.946
H -3.4675 -1.5231 1.9119 0.270
H -4.3231 -1.3768 0.3148 0.273
H -2.7291 -2.2262 0.4607 0.258
O 0.2115 -0.4023 3.1685 -0.557
N -0.0789 0.8953 3.4495 0.696
O -0.1216 1.3554 4.5715 -0.207
O -0.2673 1.6079 2.3822 -0.479